Here is a cluster of 26 separate species, H52O26 in total from the Open Molecules 2025 dataset. Energies are from the ωB97M-V functional and the def2-TZVPD basis.

Values from the calculation:
**E_tot**: -1987.51919 a.u.
**Energy above the lowest of the compared OMol25 structures with the same formula, charge and spin**: 112.5 kJ/mol
**LUMO**: -0.115 eV
**Highest occupied orbital energy**: -10.9 eV
**Kohn-Sham gap**: 10.78 eV

Geometry as ORCA input:
```
! RIJCOSX wB97M-V def2-TZVPD def2/J DEFGRID3
* xyz 0 1
O 0.41 -0.13 4.14
H 1.11 0.47 3.86
H -0.32 0.52 4.26
O -7.50 -1.68 0.90
H -7.79 -0.93 1.43
H -6.63 -1.88 1.30
O 1.72 -3.39 -1.39
H 1.86 -3.35 -2.32
H 2.50 -2.96 -1.02
O 0.06 4.04 0.47
H 0.33 4.06 1.42
H 0.23 4.93 0.16
O 1.72 4.88 2.79
H 2.54 4.93 2.27
H 1.86 5.14 3.69
O -1.76 -1.51 1.84
H -1.45 -1.86 2.71
H -1.35 -2.08 1.14
O 3.28 -1.67 0.53
H 2.90 -2.14 1.28
H 2.62 -0.99 0.25
O 6.12 -0.27 -0.31
H 5.39 -0.71 0.11
H 6.10 0.60 0.06
O -5.07 -0.59 -1.74
H -5.37 -0.08 -2.52
H -5.85 -1.06 -1.46
O -0.48 0.08 -4.99
H 0.21 0.72 -5.10
H -0.47 -0.24 -4.08
O 2.14 -2.93 -4.12
H 3.09 -2.79 -3.96
H 1.79 -2.08 -4.31
O 1.54 -3.71 2.00
H 1.06 -3.36 2.81
H 0.80 -3.62 1.34
O 5.13 4.02 -1.83
H 5.14 4.11 -2.78
H 5.04 3.06 -1.74
O -0.59 -3.25 0.04
H 0.13 -3.13 -0.58
H -1.19 -3.97 -0.26
O -2.73 -5.45 -0.74
H -2.30 -6.34 -0.58
H -3.62 -5.59 -0.36
O 0.52 2.25 -1.50
H 0.39 3.08 -1.01
H -0.32 1.94 -1.85
O 3.33 1.75 -1.26
H 2.43 1.82 -1.58
H 3.59 0.89 -1.60
O -2.73 0.27 -0.12
H -2.48 -0.37 0.56
H -3.38 -0.13 -0.73
O -2.48 2.97 -0.41
H -1.67 3.15 0.04
H -2.61 2.01 -0.22
O -0.44 -2.65 3.93
H -0.75 -3.34 4.49
H -0.08 -1.86 4.48
O -1.28 -0.86 -2.54
H -1.86 -0.10 -2.39
H -0.86 -1.04 -1.70
O -2.43 2.21 -3.08
H -2.72 2.82 -2.36
H -2.85 2.46 -3.91
O 0.66 0.03 0.83
H 0.13 -0.64 1.31
H 0.08 0.37 0.12
O 2.22 1.83 2.57
H 1.77 1.18 1.97
H 3.15 1.55 2.47
O 3.88 4.18 1.19
H 4.03 4.11 0.21
H 3.64 3.30 1.50
O -4.78 -0.48 2.13
H -3.88 -0.81 2.28
H -4.59 0.26 1.54
*
```

=====

Here is a structure of composition C43H41I2N6O4PS2Sn from the Open Molecules 2025 dataset. Energies are from the ωB97M-V functional and the def2-TZVPD basis.

Values from the calculation:
**E_tot**: -4240.14280 a.u.
**Energy above the lowest of the compared OMol25 structures with the same formula, charge and spin**: 0.0 kJ/mol
**LUMO**: 0.174 eV
**Highest occupied orbital energy**: -7.3 eV
**Kohn-Sham gap**: 7.43 eV

Geometry as ORCA input:
```
! RIJCOSX wB97M-V def2-TZVPD def2/J DEFGRID3
* xyz 0 1
Sn 1.04 -0.63 -0.21
O 0.39 -2.10 1.58
N 0.78 -3.34 1.78
C 0.08 -4.08 2.66
C 0.41 -5.37 2.95
C 1.51 -5.94 2.32
C 2.21 -5.19 1.42
C 1.85 -3.87 1.12
S 2.70 -2.97 -0.04
H -0.77 -3.57 3.09
H -0.18 -5.93 3.66
H 1.79 -6.96 2.52
H 3.07 -5.58 0.89
N 0.22 -2.25 -2.23
C -1.06 -2.77 -1.76
C -1.89 -1.63 -1.12
O -3.09 -1.78 -1.01
O -1.22 -0.63 -0.72
H 0.03 -1.65 -3.03
H 0.82 -3.01 -2.53
H -0.88 -3.51 -0.97
H -1.66 -3.24 -2.55
I 3.47 0.30 -2.77
C 3.19 1.41 -4.59
C 4.26 1.29 -5.44
C 4.30 1.98 -6.65
C 3.29 2.82 -6.97
C 2.18 2.98 -6.11
C 1.17 3.90 -6.48
C 0.08 4.09 -5.70
C -0.06 3.32 -4.54
C 0.89 2.41 -4.13
P 0.35 1.45 -2.64
C 0.18 2.91 -1.55
C 1.42 3.46 -1.22
C 1.53 4.48 -0.30
C 0.39 4.96 0.33
C -0.85 4.44 -0.01
C -0.96 3.42 -0.94
C -1.21 0.84 -3.38
C -0.98 -0.02 -4.46
C -2.01 -0.76 -5.01
C -3.29 -0.65 -4.49
C -3.54 0.22 -3.45
C -2.50 0.96 -2.89
C 2.08 2.24 -4.89
H 5.08 0.65 -5.16
H 5.15 1.85 -7.31
H 3.30 3.39 -7.89
H 1.30 4.44 -7.41
H -0.69 4.79 -5.97
H -0.95 3.45 -3.94
H 2.31 3.07 -1.69
H 2.50 4.88 -0.06
H 0.47 5.73 1.08
H -1.74 4.82 0.47
H -1.93 3.02 -1.16
H 0.02 -0.12 -4.86
H -1.81 -1.43 -5.83
H -4.09 -1.26 -4.89
H -4.54 0.32 -3.05
H -2.72 1.58 -2.04
I 5.70 1.88 4.56
C 4.70 0.74 3.14
C 4.99 -0.57 2.79
N 4.11 -0.90 1.85
N 3.27 0.09 1.57
C 3.62 1.11 2.34
H 5.74 -1.24 3.16
H 4.00 -1.78 1.33
H 3.10 2.05 2.28
C -5.13 -0.25 1.62
C -4.00 -0.18 2.63
C -2.67 -0.31 1.92
N -1.57 -0.34 2.86
C -0.43 0.31 2.73
S -0.15 1.50 1.61
N 0.62 0.03 3.58
C 0.74 -0.70 4.74
O 1.84 -1.06 5.11
C -0.50 -0.95 5.52
C -0.70 -2.20 6.09
C -1.84 -2.45 6.83
C -2.78 -1.44 7.02
C -2.57 -0.19 6.47
C -1.43 0.07 5.73
H -6.10 -0.20 2.11
H -5.07 -1.17 1.05
H -5.06 0.57 0.91
H -4.10 -0.98 3.36
H -4.04 0.77 3.18
H -2.50 0.51 1.22
H -2.66 -1.23 1.34
H -1.63 -1.07 3.56
H 1.51 0.33 3.19
H 0.05 -2.97 5.94
H -2.00 -3.43 7.27
H -3.66 -1.63 7.62
H -3.30 0.59 6.63
H -1.26 1.05 5.32
*
```

=====

Here is an isolated molecule of C19H20ClN3O3 from the Open Molecules 2025 dataset. Energies are from the ωB97M-V functional and the def2-TZVPD basis.

Values from the calculation:
**E_tot**: -1586.03105 a.u.
**Energy above the lowest of the compared OMol25 structures with the same formula, charge and spin**: 275.6 kJ/mol
**LUMO**: -0.618 eV
**Highest occupied orbital energy**: -8.9 eV
**Kohn-Sham gap**: 8.27 eV

Geometry as ORCA input:
```
! RIJCOSX wB97M-V def2-TZVPD def2/J DEFGRID3
* xyz 0 1
C -5.28 2.68 -1.57
C -4.78 2.49 -0.09
C -5.90 2.04 0.93
C -5.74 1.37 2.35
C -6.30 2.82 2.16
N -3.78 1.47 0.11
C -2.52 1.81 0.78
C -1.68 0.64 0.50
C -0.35 0.33 0.75
C 0.35 -0.80 0.25
C 1.76 -1.01 0.59
C 2.62 -1.85 -0.02
C 3.87 -1.84 0.76
C 5.09 -2.58 0.41
O 5.28 -2.75 -0.80
N 5.79 -3.41 1.40
C 6.80 -4.39 0.91
C 5.49 -3.31 2.90
N 3.92 -0.83 1.57
O 2.54 -0.40 1.60
C -0.36 -1.76 -0.50
C -1.74 -1.56 -0.71
Cl -2.54 -2.85 -1.40
C -2.40 -0.30 -0.25
C -3.69 0.22 -0.49
O -4.56 -0.31 -1.18
H -4.53 2.58 -2.30
H -5.60 3.74 -1.61
H -6.05 1.91 -1.88
H -4.27 3.42 0.24
H -6.77 1.62 0.42
H -4.74 1.16 2.74
H -6.50 0.59 2.67
H -7.32 3.01 2.50
H -5.65 3.63 2.53
H -2.06 2.77 0.48
H -2.68 1.93 1.89
H 0.32 1.12 1.11
H 2.28 -2.45 -0.78
H 7.30 -4.00 0.00
H 7.56 -4.52 1.77
H 6.20 -5.27 0.66
H 6.37 -2.95 3.54
H 5.43 -4.26 3.28
H 4.57 -2.78 3.14
H -0.14 -2.75 -0.72
*
```

=====

Here is a cluster of 2 separate species, C3H10NO in total from the Open Molecules 2025 dataset. Energies are from the ωB97M-V functional and the def2-TZVPD basis.

Values from the calculation:
**E_tot**: -249.58878 a.u.
**Energy above the lowest of the compared OMol25 structures with the same formula, charge and spin**: 32.1 kJ/mol
**LUMO (alpha / beta)**: -8.030 / -11.775 eV
**Highest occupied orbital energy (alpha / beta)**: -20.8 / -20.8 eV
**<S²>**: 0.76
**Kohn-Sham gap (alpha / beta)**: 12.78 / 9.03 eV

Geometry as ORCA input:
```
! RIJCOSX wB97M-V def2-TZVPD def2/J DEFGRID3
* xyz 2 2
C 1.79 -3.45 -5.35
N 1.56 -2.14 -4.65
H 2.73 -3.42 -5.88
H 1.82 -4.26 -4.63
H 0.95 -3.66 -6.00
H 2.03 -2.10 -3.74
H 0.57 -2.05 -4.42
H 1.88 -1.37 -5.23
O -1.45 2.60 2.80
C -1.60 1.90 3.75
C -0.99 2.12 5.10
H -2.34 1.06 3.64
H -1.00 1.18 5.65
H -1.68 2.83 5.56
H -0.01 2.60 5.07
*
```

=====

Question: What is the energy above the lowest of the compared OMol25 structures with the same formula, charge and spin in the third record?
Answer: 275.6 kJ/mol